# 1
Here is a cluster of 3 separate species, C23H40BrN5O10PS2 in total in a non-equilibrium geometry from OMol25. Energies are from wB97M-V/def2-TZVPD.

Positions of all 82 atoms, in Å:
Br 1.58329 -5.91100 0.30518
S -4.35028 1.93240 0.37292
S -3.40078 -0.28676 2.00301
P 2.97411 -2.08176 0.69610
O 2.23784 -0.30200 4.20641
O -2.43888 3.98476 -2.62294
O -0.65605 -1.36616 -1.05654
O 2.40638 -3.08774 1.83176
O 4.91698 -1.99247 -4.17333
O 2.97091 -4.61259 -1.63050
O 4.33513 -2.74699 0.16757
O -0.12856 3.48099 1.71878
O -1.11998 3.75008 -0.21411
O 0.50011 0.39806 -0.40870
N 3.36812 -0.76704 1.41436
N 2.12264 -1.10848 -1.86414
N -5.69417 -0.34268 0.42610
N -7.07228 -1.01575 -1.14721
N -2.60522 -2.55194 -0.15314
C 2.77751 0.20264 -1.46464
C 1.78772 0.96052 -0.56111
C 0.05626 -1.08462 1.36348
C -0.60708 0.20289 1.95500
C -1.95288 0.63525 1.39969
C 1.66495 -1.81283 -0.63551
C -4.60503 0.40071 0.88677
C -6.02663 -0.30162 -0.88906
C 1.40192 3.44475 -0.08018
C 0.38997 -1.00152 -0.13824
C 2.87620 -1.85501 -2.92234
C 2.02524 -4.44779 -0.93938
C 2.26057 0.25005 6.57053
C -3.44465 3.21889 -3.29884
C 1.54759 2.37703 -1.20274
C -1.75416 -1.88378 -0.58503
C -4.51049 4.12030 -3.88813
C -0.00432 3.54502 0.52109
C 1.05515 -3.25747 -0.95206
C -6.58403 -1.18167 1.07038
C 4.40815 -1.96945 -2.82919
C 3.02295 0.27064 5.26129
C -7.41678 -1.55023 0.07352
H 1.60921 4.41791 -0.54920
H 0.32782 -3.44900 -0.15808
H 1.29571 -0.77295 -2.37363
H -2.94741 2.65012 -4.08437
H -2.12304 1.67372 1.70491
H 2.18959 1.19869 0.42841
H 3.12426 -0.81609 2.40550
H 1.33143 0.81936 6.48602
H 4.91033 -2.02065 -0.11299
H 3.29129 1.29428 4.98544
H -8.26382 -2.19744 0.26096
H 1.43335 0.22136 4.12827
H 4.30307 -2.55639 -4.65887
H 0.57858 -3.27679 -1.93845
H -3.88313 2.51197 -2.58642
H 4.75979 -2.90460 -2.37913
H -1.91746 0.68028 0.30294
H -6.54774 -1.42685 2.11865
H -5.54044 0.25763 -1.67339
H 3.93742 -0.31459 5.34099
H 2.95022 0.71314 -2.41978
H 3.75711 0.07144 -1.00431
H 2.10939 3.28942 0.73449
H 1.47976 -3.32558 1.68231
H -4.99564 4.70700 -3.10476
H -1.01689 3.51496 -1.14996
H 0.93909 -1.11710 2.01411
H 0.58804 2.32763 -1.73479
H -4.06625 4.82691 -4.58996
H 4.92697 -1.14128 -2.33836
H 2.46604 -2.83613 -3.17691
H -5.27118 3.53786 -4.40924
H 2.37595 2.69125 -1.84085
H -0.48335 -1.99510 1.67016
H -0.74629 -0.05241 3.02034
H -2.87319 4.48064 -1.92014
H 1.98821 -0.77178 6.83727
H 2.85799 0.67636 7.37655
H 2.72359 -1.27489 -3.84721
H 0.10418 1.03202 1.96667

Summary:
HOMO energy	-0.39304	hartree
net charge	+1
frontier orbital gap	0.2743	hartree
2S+1	1


# 2
Here is a cluster of 14 separate species, C5H37NO15 in total in a non-equilibrium geometry from OMol25. Energies are from wB97M-V/def2-TZVPD.

Positions of all 58 atoms, in Å:
O -0.69811 -3.29501 -2.54251
O 1.10689 4.56383 1.85358
O -0.79898 1.81532 -1.89393
O -1.44534 3.65618 1.73504
O 0.48140 -3.38455 2.50052
O -0.89182 -2.99610 0.17879
O -0.93182 -0.20714 0.00428
O 2.10016 2.01618 2.10431
O 2.47115 -0.09434 -2.69409
O 1.63190 -4.01972 0.17984
O 0.14102 0.37067 -4.05574
O -2.01319 -0.92215 -2.40783
O -2.36079 3.79629 -0.82575
O 1.96545 -2.79266 -2.48937
O 1.42148 1.00874 -0.56631
N 0.05708 1.18121 2.48759
C -2.94916 -0.75421 1.14511
C -1.77752 0.19790 1.14189
C 1.40125 1.02547 2.36387
C -0.95878 0.12100 2.43599
C 2.01747 -0.30886 2.57833
H -1.80176 3.78631 0.82898
H -2.32192 -0.14512 -2.89691
H -3.34534 -0.94157 0.14212
H 1.75069 0.10396 -3.33605
H 1.16498 -3.61288 1.82131
H 0.36654 -4.19823 2.99190
H -0.40007 -0.42157 -3.96323
H 1.91882 0.53644 -1.31192
H -1.17542 -2.44965 -2.67419
H 2.12517 -3.63815 -0.56310
H -0.64647 4.22177 1.76377
H -0.02764 0.21742 0.04443
H 0.69717 -3.84952 -0.05236
H 1.58908 -0.86451 3.41336
H -3.79109 -0.37910 1.71535
H 2.35351 -3.27450 -3.21170
H 2.08636 1.42028 -0.00374
H 3.08474 -0.20733 2.79153
H -0.95568 -3.44983 -1.60683
H -0.18146 0.96918 -3.34442
H -0.34830 2.11183 2.38072
H 1.92762 -0.92873 1.67623
H -0.89228 -1.99897 0.12366
H 2.36102 -1.05675 -2.51777
H -0.59233 -3.18764 1.09660
H -2.69498 -1.71891 1.57320
H -1.08480 1.13242 -1.24275
H 1.67352 5.00362 1.19236
H -1.80067 3.09549 -1.24447
H -0.50395 -0.86031 2.56026
H 1.53116 3.68655 2.00208
H -2.28177 4.54602 -1.43385
H -1.71741 -0.63841 -1.51578
H 0.97397 -2.91385 -2.52337
H -1.61878 0.29737 3.29301
H 0.10525 2.00038 -1.57542
H -2.07370 1.22752 0.92168

Summary:
HOMO energy	-0.37089	hartree
frontier orbital gap	0.3799	hartree
2S+1	1


# 3
Here is a cluster of 2 separate species, C3H11NO2 in total in a non-equilibrium geometry from OMol25. Energies are from wB97M-V/def2-TZVPD.

Positions of all 17 atoms, in Å:
O 0.11716 -1.63108 1.08412
O 1.17761 1.47438 0.87765
N -1.67666 -1.49156 -0.55313
C -0.91778 -2.31712 0.34302
C -0.06431 1.87953 -1.16375
C 1.26948 2.01201 -0.42956
H 2.09609 1.66596 -1.05865
H -1.50356 -2.75542 1.14800
H -0.90407 1.92584 -0.46893
H 2.03199 1.04276 1.00730
H 1.52632 3.08534 -0.40719
H -1.62012 -0.49752 -0.55901
H 0.13244 -0.73571 0.67772
H -0.17965 2.64487 -1.92343
H -1.63010 -1.83764 -1.48750
H -0.08898 0.85930 -1.56141
H -0.44125 -3.06300 -0.29216

Summary:
HOMO energy	-0.33892	hartree
SMILES	CCO.NCO
frontier orbital gap	0.3691	hartree
2S+1	1


# 4
Here is the molecule C3H4N2O2 in a non-equilibrium geometry from OMol25. Energies are from wB97M-V/def2-TZVPD.

Positions of all 11 atoms, in Å:
O -2.18631 0.61704 -0.04309
O 1.42898 0.53877 0.45308
N 0.50392 -1.50162 -0.40004
N -1.08542 0.15989 0.14151
C 0.10667 1.07199 0.24891
C 1.43773 -0.78946 0.12253
C -0.75798 -0.89656 -0.44250
H 2.31822 -1.14639 0.64883
H -1.64381 -1.46393 -0.84087
H -0.00543 1.96468 0.91083
H -0.11658 1.44558 -0.79920

Summary:
HOMO energy (spin up / spin down)	-0.31058 / -0.31065	hartree
SMILES	[O-][N+]1=CN=COC1
frontier orbital gap (spin up / spin down)	0.3068 / 0.3069	hartree
2S+1	1


# 5
Here is the molecule C4H7NO from OMol25. Energies are from wB97M-V/def2-TZVPD.

Positions of all 13 atoms, in Å:
O 0.83524 -0.96938 -0.56289
N -0.54273 -1.50293 1.15573
C 0.48682 0.32555 -0.00992
C -0.04861 1.21743 -1.11194
C 0.20548 -1.88167 0.20929
C -0.49872 -0.03959 1.12556
H -1.50775 0.34310 0.93922
H -0.94882 0.77788 -1.55323
H 0.38861 -2.91741 -0.05805
H 1.41360 0.75172 0.38771
H 0.70639 1.34592 -1.89368
H -0.17140 0.33536 2.09977
H -0.29557 2.21025 -0.71862

Summary:
HOMO energy	-0.35065	hartree
SMILES	C[C@H]1CN=CO1
frontier orbital gap	0.3880	hartree
2S+1	1


# 6
Here is the molecule CHNO2S in a non-equilibrium geometry from OMol25. Energies are from wB97M-V/def2-TZVPD.

Positions of all 6 atoms, in Å:
S 1.67743 -0.61558 -0.00629
O 1.08344 1.06302 0.00302
O 0.10327 -1.21144 0.00836
N -0.24103 1.07042 -0.00124
C -0.78954 -0.04425 -0.00116
H -1.83357 -0.26217 -0.00268

Summary:
HOMO energy	-0.31452	hartree
SMILES	C1=NOSO1
frontier orbital gap	0.3098	hartree
2S+1	1


# 7
Here is a structure of composition C27H24Cl6N2O2ScSe2 from OMol25. Energies are from wB97M-V/def2-TZVPD.

Positions of all 64 atoms, in Å:
Se -1.79216 -0.62494 2.20651
Se -3.22880 1.19165 2.21231
Sc 0.12758 0.34096 0.10346
Cl 6.13864 1.90688 -0.49727
Cl 5.34895 4.89201 -0.16286
Cl 0.22601 -3.04685 2.87439
Cl 4.01427 -0.29200 -0.51009
Cl 0.19018 3.43068 0.30100
Cl 2.34128 5.65602 0.22147
O 0.23641 0.29367 -2.20126
O -1.74461 -1.22554 -0.99004
N 0.56750 0.79352 2.38643
N -2.05058 1.60047 -0.37424
C 1.61497 1.37620 2.98249
C -3.05276 3.05007 -2.01757
C 0.56166 -3.68793 -1.04162
C 1.38764 0.71250 -2.96770
C 1.08497 -1.62758 0.28617
C -0.34121 0.20847 3.16223
C -2.47506 -2.40199 -0.62780
C -0.26573 0.15669 4.54101
C 0.11208 -3.74409 1.27310
C 0.82112 0.76723 5.15020
C 1.86797 2.98937 0.04564
C -2.05523 2.21173 -1.57700
C 3.49003 1.35123 -0.27124
C -3.08523 1.86371 0.42164
C -1.85097 -0.94643 -2.37641
C 2.80722 4.01374 0.03135
C 0.05497 -4.96881 -1.18384
C -4.13014 3.29659 -1.17782
C -0.45437 -5.64151 -0.07941
C 1.77329 1.38727 4.35416
C -0.48542 -0.70525 -2.95008
C -4.14552 2.68997 0.05948
C 0.57721 -3.01191 0.18468
C 2.13214 1.63236 -0.10014
C 4.48857 2.32999 -0.28773
C 4.14490 3.67334 -0.13754
C -0.40540 -5.02506 1.16142
H 1.86200 1.52975 -2.43996
H 0.92090 0.75173 6.22706
H 0.10119 -1.62490 -2.94650
H -1.19487 2.02546 -2.20237
H -0.75232 -5.53739 2.04859
H 1.68887 -1.49782 1.19199
H -0.59044 -0.35406 -3.98018
H -1.03471 -0.34805 5.10773
H -2.09087 -3.27073 -1.16300
H -4.93809 3.94789 -1.48280
H 2.63765 1.87020 4.78642
H 2.34241 1.83580 2.32881
H 0.07326 -5.45137 -2.15260
H -0.85072 -6.64272 -0.17334
H -4.96438 2.84300 0.74997
H 0.99826 -3.19334 -1.90157
H 1.75698 -1.44531 -0.55948
H -2.34357 -2.57747 0.43445
H 1.05425 1.04041 -3.95240
H -2.27594 -1.80050 -2.91004
H 2.08494 -0.12084 -3.06588
H -2.98088 3.50543 -2.99466
H -2.51408 -0.09191 -2.53044
H -3.53620 -2.25968 -0.84729

Summary:
HOMO energy	-0.38169	hartree
net charge	+1
frontier orbital gap	0.2683	hartree
2S+1	1


# 8
Here is a structure of composition C23H27BClI2N10O2W from OMol25. Energies are from wB97M-V/def2-TZVPD.

Positions of all 67 atoms, in Å:
W -1.01328 -0.10625 -0.57668
I -3.70599 -0.00117 -0.52760
I -3.66785 3.01306 -2.42632
Cl -1.20178 -1.00954 -2.74378
O -0.81050 1.45541 -1.92412
O -0.40908 1.64205 0.34022
N -0.23874 2.56886 -1.51750
N 1.68946 -0.94626 0.49260
N 0.02410 -2.78783 0.49180
N -1.06872 -0.23622 1.59720
N 1.67286 -2.68156 2.39437
N 2.81240 -2.14597 2.92236
N -1.06123 -2.28538 -0.17534
N -0.00838 2.69067 -0.29447
N 1.08592 -0.47829 -0.65246
N -0.17862 -1.05211 2.21497
C -2.95061 -3.34945 -1.53667
C 2.16767 -3.91050 4.15853
C 4.33943 -2.59688 4.79068
C -0.92500 -4.48904 -0.53288
C 0.46164 5.58868 -4.32301
C -0.34326 3.38483 -3.79463
C -0.27455 -0.90527 3.53502
C -1.25288 0.03249 3.80022
C 1.88812 0.49850 -2.85874
C -1.72537 0.44882 2.56310
C -1.65569 -3.34131 -0.79557
C -5.44026 3.73396 -2.27283
C -0.11460 4.39182 -4.72128
C 0.59182 4.80166 -2.05056
C -2.73793 1.53005 2.36075
C 0.01086 3.61185 -2.47165
C 1.25870 -3.73744 3.15668
C 3.12648 -2.88540 3.96829
C 3.29284 -0.24542 -0.86020
C 0.12903 -4.09384 0.26412
C 3.00947 -0.81535 0.36952
C 2.07375 -0.05606 -1.48480
C 0.81410 5.78914 -2.99174
B 0.85595 -1.88642 1.42385
H -2.93283 -4.16591 -2.25651
H 0.93560 -4.66253 0.69509
H 0.92420 0.25427 -3.29021
H 2.02168 1.58315 -2.85701
H 1.26948 6.72080 -2.68619
H -3.74969 1.14380 2.48397
H -2.66411 2.00303 1.38661
H -3.16534 -2.43505 -2.07247
H -0.76005 2.43194 -4.09574
H -1.57589 0.38903 4.76254
H 0.86580 4.94342 -1.01476
H -0.37346 4.23196 -5.75898
H 5.11898 -2.14796 4.17876
H -2.57678 2.29153 3.12233
H 4.26339 -0.01674 -1.26515
H 4.72610 -3.50915 5.24047
H -5.66352 4.46170 -1.50197
H 0.34947 -4.27415 2.94181
H 0.64656 6.36573 -5.05193
H -3.76235 -3.54779 -0.83345
H 0.36544 -1.46340 4.19927
H 3.64657 -1.15520 1.16910
H -1.14712 -5.48219 -0.88206
H -6.21431 3.38597 -2.94657
H 2.66707 0.08785 -3.49905
H 4.10270 -1.90334 5.59853
H 2.16218 -4.66967 4.92215

Summary:
HOMO energy (spin up / spin down)	-0.49717 / -0.49718	hartree
net charge	+2
frontier orbital gap (spin up / spin down)	0.1662 / 0.1734	hartree
2S+1	2


# 9
Here is a structure of composition C11H25Cl2N3O2PTb in a non-equilibrium geometry from OMol25. Energies are from wB97M-V/def2-TZVPD.

Positions of all 45 atoms, in Å:
Tb 1.08494 0.17141 -0.31582
Cl 0.07604 -0.33120 -2.52149
Cl 3.02972 0.77736 -2.96707
P 0.68454 -2.76401 -0.07476
O 1.73089 -1.58311 2.94323
O 3.78728 -0.30471 -0.70298
N -1.08391 0.88825 0.02756
N -1.38369 2.43654 1.66171
N -3.16539 1.97009 0.12047
C 4.20241 0.13246 -1.78547
C -1.96250 3.47948 2.48641
C -1.91756 1.77635 0.61415
C 0.74036 -4.18568 1.06701
C 2.16746 -3.09633 -1.09759
C -0.76922 -3.27751 -1.05600
C -4.14971 2.95661 0.55114
C 1.49265 -1.20500 1.86925
C -3.53370 1.23498 -1.07972
C 0.02385 2.19348 1.98967
C 5.58741 0.23333 -2.30185
H -4.38624 1.73669 -1.54235
H 6.33639 0.12171 -1.51586
H -4.42723 2.77637 1.59985
H 1.67492 -4.19647 1.64274
H 0.17698 2.35954 3.07394
H -1.21942 4.29020 2.57710
H 0.65232 2.91609 1.42248
H 2.24656 -2.39069 -1.93897
H 3.05673 -2.98862 -0.46082
H -1.65288 -3.20709 -0.40216
H -3.75686 3.95904 0.32748
H -5.04401 2.79559 -0.06039
H -2.18734 3.08703 3.48741
H -2.86300 3.98164 2.14251
H -3.85022 0.21425 -0.82412
H 2.13311 -4.12216 -1.48789
H -0.11200 -4.10650 1.76018
H -0.66226 -4.31670 -1.39871
H 0.33488 1.14823 1.79571
H 5.75853 -0.53053 -3.07379
H 5.72233 1.20877 -2.78485
H 0.64621 -5.13836 0.52080
H -2.70201 1.24583 -1.79399
H -1.61221 0.25984 -0.57771
H -0.90512 -2.60651 -1.91644

Summary:
HOMO energy (spin up / spin down)	-0.55736 / -0.55757	hartree
net charge	+2
frontier orbital gap (spin up / spin down)	0.2994 / 0.3061	hartree
2S+1	7


# 10
Here is a cluster of 2 separate species, C11H26P in total in a non-equilibrium geometry from OMol25. Energies are from wB97M-V/def2-TZVPD.

Positions of all 38 atoms, in Å:
P -1.03780 -0.06049 0.08057
C 2.02409 -0.06001 -0.78491
C -1.65656 -1.43911 1.21535
C 2.54144 0.88904 1.60397
C 1.93721 -1.40422 -0.24796
C -0.79316 -1.41085 2.46616
C 1.72660 0.19500 -2.29325
C -1.50586 1.65682 0.78736
C 2.57822 0.95222 0.10265
C -1.26887 2.78788 -0.18699
C -2.20815 -0.34242 -1.23862
C -1.86108 -1.58495 -1.99422
H -0.32558 2.64875 -0.58825
H -2.34205 0.49853 -1.87186
H 2.91158 -1.92765 -0.34677
H 2.36885 1.89853 2.07782
H 3.43111 0.45969 2.05474
H 1.75437 1.18611 -2.51910
H -1.99817 -2.54893 -1.43975
H -0.85216 1.73880 1.72402
H -1.50992 3.76341 0.31595
H -0.50810 -0.32521 2.82219
H 0.86222 -0.36784 -2.43764
H 1.70065 -1.40273 0.78023
H 1.70964 0.26092 1.83059
H 3.59292 1.06470 -0.19670
H -2.65069 -1.48269 -2.76434
H 2.48535 -0.38196 -2.78717
H 1.21349 -2.07069 -0.80110
H -2.71002 -1.17406 1.46322
H 1.98433 1.85035 -0.21122
H -1.63688 -2.45010 0.74314
H 0.26898 -1.87617 2.49171
H -2.55239 1.60877 1.23078
H -3.18541 -0.29730 -0.78697
H -1.45395 -1.89087 3.23745
H -2.12356 2.60358 -0.97041
H -0.91069 -1.56485 -2.56068

Summary:
HOMO energy	-0.43544	hartree
net charge	+1
frontier orbital gap	0.2523	hartree
2S+1	1


The records above yield energy relative to the best compared isomer or geometry (same formula, charge and spin) values of 0.0 4.2 26.1 135.6 22.1 56.5 1.7 43.4 0.0 9.0 kcal/mol, respectively.
The records above yield energy values of -153417.1898 -37992.1317 -8873.3559 -10246.3846 -7798.6871 -17469.7250 -261987.1965 -74496.7088 -77133.6393 -21108.0926 eV, respectively.
The records above yield molecular weight values of 721.6 351.3 93.1 100.1 85.1 91.1 824.1 959.5 492.1 189.3 g mol⁻¹, respectively.